ORCA calculation (the ωB97M-V functional and the def2-TZVPD basis) on the molecule C6H10O in a non-equilibrium geometry.

- Energy relative to the best compared isomer or geometry (same formula, charge and spin): 1.212 eV
- LUMO energy: 1.08 eV
- Kohn-Sham gap: 10.039 eV
- HOMO energy: -8.96 eV

```
! RIJCOSX wB97M-V def2-TZVPD def2/J DEFGRID3
* xyz 0 1
C 1.484 -0.439 -0.498
C 0.584 -1.385 -0.751
C -0.892 -1.237 -0.715
O -1.312 0.106 -0.820
C -1.322 0.821 0.395
C 0.015 0.819 1.144
C 1.222 0.889 0.198
H 2.239 -0.584 -1.231
H 0.981 -2.281 -1.225
H -1.280 -1.732 0.176
H -1.293 -1.742 -1.604
H -2.119 0.438 1.053
H -1.587 1.845 0.111
H 0.104 -0.087 1.758
H 0.013 1.665 1.844
H 1.038 1.624 -0.596
H 2.096 1.262 0.756
*
```